DFT (ωB97M-V with the def2-TZVPD basis set) results for a structure of composition C28H42N8O2PtS at a distorted geometry.

Calculated values
Kohn-Sham gap (spin up / spin down) = 0.240 / 0.240 Eh

```
! wB97M-V def2-TZVPD RIJCOSX def2/J DEFGRID3
* xyz 2 1
Pt -0.799 -1.257 -0.255
N -1.166 -3.440 -0.790
C 0.006 -4.104 -1.373
C 0.273 -5.512 -0.810
C 0.516 -5.635 0.702
C 1.795 -5.000 1.270
N 2.967 -5.329 0.484
C 3.895 -4.512 0.000
N 3.934 -3.217 0.323
N 4.891 -5.038 -0.716
C 1.273 -3.246 -1.138
O 2.292 -3.537 -1.746
O 1.191 -2.326 -0.261
H -1.395 -3.874 0.105
H -1.979 -3.534 -1.395
H -0.124 -4.200 -2.457
H 1.139 -5.902 -1.348
H -0.576 -6.154 -1.056
H 0.541 -6.704 0.921
H -0.314 -5.216 1.273
H 1.932 -5.387 2.285
H 1.689 -3.921 1.346
H 3.060 -6.310 0.267
H 3.058 -2.727 0.487
H 4.617 -2.655 -0.160
H 4.906 -6.017 -0.944
H 5.535 -4.446 -1.215
C -2.637 5.678 -0.054
C -2.603 4.800 1.205
C -3.972 4.880 1.886
C -1.552 5.335 2.192
C -2.228 3.385 0.830
C -3.029 2.287 1.130
C -2.619 1.012 0.797
N -1.462 0.748 0.206
C -0.680 1.788 -0.135
C -1.042 3.098 0.152
C 0.542 1.450 -0.874
C 1.591 2.345 -1.028
C 2.702 2.020 -1.800
C 2.683 0.758 -2.400
C 1.608 -0.091 -2.191
N 0.566 0.236 -1.439
C 3.860 2.980 -1.968
C 3.532 4.383 -1.441
C 4.229 3.100 -3.453
C 5.043 2.422 -1.163
H -2.948 6.682 0.223
H -3.351 5.285 -0.775
H -1.662 5.747 -0.527
H -4.198 5.922 2.094
H -3.979 4.346 2.834
H -4.763 4.495 1.247
H -1.824 6.345 2.487
H -0.561 5.365 1.749
H -1.516 4.716 3.087
H -3.980 2.397 1.620
H -3.269 0.177 0.999
H -0.398 3.896 -0.178
H 1.552 3.290 -0.519
H 3.496 0.429 -3.026
H 1.579 -1.062 -2.663
H 2.623 4.775 -1.893
H 4.343 5.060 -1.699
H 3.436 4.394 -0.356
H 3.357 3.385 -4.036
H 4.631 2.171 -3.848
H 4.986 3.870 -3.577
H 4.763 2.279 -0.120
H 5.870 3.125 -1.198
H 5.384 1.471 -1.563
S -2.562 -2.380 1.783
C -4.194 -2.053 1.964
N -4.941 -2.932 2.715
C -6.247 -2.731 2.953
C -6.861 -1.620 2.439
C -6.063 -0.766 1.654
N -4.797 -0.987 1.428
H -4.459 -3.738 3.097
H -6.766 -3.474 3.540
H -7.901 -1.415 2.626
H -6.472 0.121 1.186
*
```